(1)
Here is 2 unconnected molecules or ions with the total composition C4H8O3S from the OMol25 dataset. Energies are from ωB97M-V/def2-TZVPD.

Computed properties:
Gap between HOMO and LUMO = 10.00 eV
ΔE to the lowest compared entry with this formula, charge and spin = 409.66 kJ/mol
E_LUMO = 0.679 eV

Structure (ORCA input):
```
! RIJCOSX wB97M-V def2-TZVPD def2/J DEFGRID3
* xyz 0 1
C 4.0034 1.3817 1.1723
C 4.0107 0.7721 0.0976
C -0.7973 0.7644 0.9623
C -1.2862 0.3110 -0.4067
O 1.0433 -0.9696 -0.5540
O -0.8784 -2.3641 0.1133
O -0.8978 1.0611 -1.5421
S -0.4850 -1.4329 -0.9005
H 3.9306 1.6001 2.1539
H 1.1389 -0.5719 0.3200
H 4.1673 0.6428 -0.9487
H -1.5781 1.3569 1.4889
H 0.1228 1.3983 0.9632
H -0.5155 0.0051 1.6138
H -2.3251 0.1281 -0.4025
H -0.0229 0.8113 -1.7865
*
```

=====

(2)
Here is a molecular structure, C4H8O3V from the OMol25 dataset. Energies are from ωB97M-V/def2-TZVPD.

Computed properties:
Gap between HOMO and LUMO (alpha / beta) = 6.47 / 8.79 eV
ΔE to the lowest compared entry with this formula, charge and spin = 297.62 kJ/mol
Expectation value of S² = 6.01
E_LUMO (alpha / beta) = -5.384 / -5.452 eV

Structure (ORCA input):
```
! RIJCOSX wB97M-V def2-TZVPD def2/J DEFGRID3
* xyz 1 5
C -1.1751 1.6287 -0.9450
C 0.4924 1.1649 0.4671
O 1.2116 0.9643 -0.5598
O -0.8934 0.8971 -2.0152
H -1.1297 2.7292 -1.0438
H -2.0024 1.2547 -0.3101
H -0.1794 1.6040 1.2137
V 0.3672 -0.4138 -1.6352
O 0.2000 -1.8464 -0.3994
C 0.4549 -1.9905 0.8504
C 1.7491 -2.6306 1.2212
H 0.5561 -0.1095 1.3278
H 1.5711 -3.6997 1.4113
H 2.1018 -2.1492 2.1451
H 2.5178 -2.4636 0.4572
H -0.4193 -2.3613 1.4294
*
```

=====

(3)
Here is a molecular structure, C4H8O3Yb from the OMol25 dataset. Energies are from ωB97M-V/def2-TZVPD.

Computed properties:
Gap between HOMO and LUMO (alpha / beta) = 6.35 / 6.30 eV
ΔE to the lowest compared entry with this formula, charge and spin = 339.32 kJ/mol
Expectation value of S² = 0.76
E_LUMO (alpha / beta) = -16.334 / -16.367 eV

Structure (ORCA input):
```
! RIJCOSX wB97M-V def2-TZVPD def2/J DEFGRID3
* xyz 3 2
C -1.8726 -0.5078 -1.4646
C -0.4216 -0.2773 -1.2110
O -0.0966 0.9812 -1.6122
H -2.0941 -1.5410 -1.1600
H -2.4769 0.1990 -0.8852
H -2.0793 -0.4297 -2.5409
H 0.2588 -0.9713 -1.7257
H -0.0623 -0.6981 0.1708
O 1.9819 0.8307 0.9593
C 1.4110 0.2888 1.9645
C 0.6555 -0.8859 1.7763
H -0.0442 -1.1101 2.5877
H 1.1138 0.9991 2.7490
H 1.2353 -1.7693 1.4985
Yb 2.3457 2.8478 -0.2336
O 0.1455 2.0443 -0.8730
*
```

=====

(4)
Here is a molecular structure, C4H8O3Zn from the OMol25 dataset. Energies are from ωB97M-V/def2-TZVPD.

Computed properties:
Gap between HOMO and LUMO (alpha / beta) = 6.98 / 6.41 eV
ΔE to the lowest compared entry with this formula, charge and spin = 384.79 kJ/mol
E_LUMO (alpha / beta) = -12.108 / -12.466 eV

Structure (ORCA input):
```
! RIJCOSX wB97M-V def2-TZVPD def2/J DEFGRID3
* xyz 2 1
C 1.3322 -1.4526 1.8036
C 0.6744 -1.4535 0.4487
O -0.6374 -0.8547 0.5893
H 2.2974 -1.9672 1.7120
H 1.5102 -0.4298 2.1594
H 0.7225 -1.9955 2.5370
H 0.4981 -2.4732 0.0729
H 1.2200 -0.8735 -0.3067
Zn -2.9704 -0.0523 -0.4983
O -1.1128 -0.4774 -0.5638
O -1.7555 0.7760 -1.5749
C -1.1276 1.9103 -1.7059
C -0.0579 2.1888 -0.9020
H 0.7740 2.7674 -1.3065
H -1.3389 2.4773 -2.6175
H -0.0284 1.9102 0.1527
*
```

=====

(5)
Here is 2 unconnected molecules or ions with the total composition C4H8O4 from the OMol25 dataset. Energies are from ωB97M-V/def2-TZVPD.

Computed properties:
Gap between HOMO and LUMO = 6.25 eV
ΔE to the lowest compared entry with this formula, charge and spin = 73.59 kJ/mol
E_LUMO = 6.685 eV

Structure (ORCA input):
```
! RIJCOSX wB97M-V def2-TZVPD def2/J DEFGRID3
* xyz -2 1
O 1.0573 -0.1056 -2.5448
C 0.4594 -0.8259 -1.7091
O 0.4337 -2.0817 -1.6839
C -0.4987 -0.1052 -0.6885
C -0.3056 -0.5683 0.7520
C -1.2438 0.1035 1.8182
O -1.7742 1.2959 1.4926
H -1.4820 -0.4507 -1.0378
H -0.3878 0.9662 -0.7622
H 0.7237 -0.5203 1.1041
H -0.5791 -1.6285 0.7714
H -1.9797 -0.6992 2.1397
H -0.5643 0.1663 2.7379
H 0.8000 1.7124 1.4727
H 2.1872 1.1704 1.7192
O 1.7279 2.0073 1.5393
*
```

=====

(6)
Here is a molecular structure, C4H8O4S2 from the OMol25 dataset. Energies are from ωB97M-V/def2-TZVPD.

Computed properties:
Gap between HOMO and LUMO = 5.91 eV
ΔE to the lowest compared entry with this formula, charge and spin = 2.25 kJ/mol
E_LUMO = 6.345 eV

Structure (ORCA input):
```
! RIJCOSX wB97M-V def2-TZVPD def2/J DEFGRID3
* xyz -2 1
C 0.9214 -0.3636 -1.9962
C -1.2047 1.0385 1.4897
C 0.3140 0.5830 -0.9109
C -0.1067 -0.0911 0.3030
O 2.2858 0.7003 1.3572
O -1.4541 -1.8376 1.6065
O 2.1227 -1.6304 0.4872
O -2.4197 -0.7724 -0.5487
S 1.4242 -0.5588 1.3248
S -1.2953 -1.5430 0.1460
H 1.6575 -0.9453 -1.4315
H 0.0789 -1.0412 -2.3968
H 1.2897 0.3442 -2.5943
H -1.9630 1.6249 0.8853
H -0.6934 1.6460 2.2458
H -1.7764 0.3070 2.0226
H -0.3743 1.3181 -1.3757
H 1.1936 1.2216 -0.6139
*
```

=====

(7)
Here is a molecular structure, C4H8OPd from the OMol25 dataset. Energies are from ωB97M-V/def2-TZVPD.

Computed properties:
Gap between HOMO and LUMO (alpha / beta) = 4.56 / 6.88 eV
Expectation value of S² = 2.02
E_LUMO (alpha / beta) = 0.002 / -1.068 eV

Structure (ORCA input):
```
! RIJCOSX wB97M-V def2-TZVPD def2/J DEFGRID3
* xyz 0 3
H -1.1228 0.0344 -1.0668
C -0.0012 -0.8520 -1.0395
C 1.1108 -1.1594 0.0209
C 0.0973 -0.3277 0.6225
H -0.2420 -1.7392 -1.6267
H 0.3205 0.1300 -1.4029
H 2.0591 -0.6643 -0.1966
H 1.1604 -2.2069 0.3155
H -0.7725 -0.8368 1.0525
C 0.0071 1.1640 0.7564
O -1.0902 1.5443 -0.0139
Pd -2.5088 1.9803 0.4132
H 0.9153 1.6109 0.3107
H 0.0671 1.3224 1.8547
*
```

=====

(8)
Here is a molecular structure, C4H8ORb from the OMol25 dataset. Energies are from ωB97M-V/def2-TZVPD.

Computed properties:
Gap between HOMO and LUMO = 7.20 eV
ΔE to the lowest compared entry with this formula, charge and spin = 451.83 kJ/mol
E_LUMO = -3.534 eV

Structure (ORCA input):
```
! RIJCOSX wB97M-V def2-TZVPD def2/J DEFGRID3
* xyz 1 1
H 1.7015 0.4318 -0.8025
C 2.4883 -0.3240 -1.3574
C 2.3169 -1.7611 -2.0027
C 1.2954 -1.6791 -1.0103
C 1.2276 -2.2170 0.3823
O 0.9282 -1.2140 1.2549
Rb -0.7174 0.2041 4.0822
H 3.0768 0.3094 -2.0240
H 2.8262 -0.5808 -0.3490
H 3.1581 -2.4153 -1.7663
H 2.0200 -1.7149 -3.0500
H 0.3941 -1.1239 -1.2967
H 2.1931 -2.7253 0.5859
H 0.4559 -3.0159 0.2363
*
```

=====

(9)
Here is a single C4H8OS molecule from the OMol25 dataset. Energies are from ωB97M-V/def2-TZVPD.

Computed properties:
Gap between HOMO and LUMO = 9.87 eV
ΔE to the lowest compared entry with this formula, charge and spin = 150.21 kJ/mol
E_LUMO = 0.687 eV

Structure (ORCA input):
```
! RIJCOSX wB97M-V def2-TZVPD def2/J DEFGRID3
* xyz 0 1
C 0.7725 -1.2404 0.2839
C -0.1726 -0.0881 0.4492
C -1.5427 -0.2605 0.5674
C 0.4959 1.2473 0.2750
H 0.1664 -1.0001 -2.0050
H 1.6606 -1.1848 0.9034
H 0.1417 -2.0452 0.6656
H -1.9010 -1.2467 0.3393
H -2.1945 0.5909 0.6099
H 0.6905 1.7350 1.2592
H 1.4962 1.0853 -0.2203
H -0.3832 1.8800 -1.3314
O -0.3333 2.1579 -0.3896
S 1.1036 -1.6306 -1.4066
*
```

=====

(10)
Here is a single C4H8OS molecule from the OMol25 dataset. Energies are from ωB97M-V/def2-TZVPD.

Computed properties:
Gap between HOMO and LUMO = 10.09 eV
ΔE to the lowest compared entry with this formula, charge and spin = 85.38 kJ/mol
E_LUMO = 0.836 eV

Structure (ORCA input):
```
! RIJCOSX wB97M-V def2-TZVPD def2/J DEFGRID3
* xyz 0 1
O 1.7967 -0.7663 -2.6624
C 1.0496 0.1382 -2.3825
C -0.1457 -0.0370 -1.5055
C 0.0662 0.4126 -0.0369
C -0.9747 -0.2660 0.8720
S -0.7083 0.1905 2.6016
H 1.2090 1.1826 -2.6932
H -0.9494 0.2965 -2.1963
H -0.3826 -1.0946 -1.3617
H 0.1035 1.5066 0.0533
H 1.0902 0.1193 0.2126
H -1.9794 0.0573 0.6228
H -0.8069 -1.3332 0.7492
H -0.7190 1.5440 2.4417
*
```

=====

(11)
Here is a single C4H8OS molecule from the OMol25 dataset. Energies are from ωB97M-V/def2-TZVPD.

Computed properties:
Gap between HOMO and LUMO = 10.20 eV
ΔE to the lowest compared entry with this formula, charge and spin = 131.75 kJ/mol
E_LUMO = 0.864 eV

Structure (ORCA input):
```
! RIJCOSX wB97M-V def2-TZVPD def2/J DEFGRID3
* xyz 0 1
O 2.5397 -0.4606 -1.1437
C 1.6962 -0.7459 -0.3341
C 0.2537 -0.9495 -0.7633
C -0.4165 0.4638 -0.4855
C -0.3832 0.9156 0.9634
S -1.8636 0.1246 1.8283
H 1.8754 -0.7105 0.7389
H -0.2515 -1.6209 -0.0602
H 0.1677 -1.0533 -1.8405
H 0.2455 1.1272 -1.1518
H -1.3071 0.7734 -1.0181
H -0.5623 1.9858 0.8574
H 0.4271 0.6014 1.6318
H -2.4212 -0.4511 0.7775
*
```

=====

(12)
Here is a single C4H8OS molecule from the OMol25 dataset. Energies are from ωB97M-V/def2-TZVPD.

Computed properties:
Gap between HOMO and LUMO = 9.78 eV
ΔE to the lowest compared entry with this formula, charge and spin = 179.95 kJ/mol
E_LUMO = 0.881 eV

Structure (ORCA input):
```
! RIJCOSX wB97M-V def2-TZVPD def2/J DEFGRID3
* xyz 0 1
C 0.8979 0.5454 -0.4241
C -0.3800 1.0257 0.3991
C -0.6907 -0.3834 0.8618
C 0.7041 -0.7350 0.4247
H 1.2614 -0.2592 -2.1169
H 1.7550 1.1396 -0.4834
H -1.2276 1.5913 -0.1331
H -0.0794 1.7548 1.1946
H -0.8889 -0.2901 1.8906
H -1.9309 -1.1225 -1.1430
H 1.4503 -0.7281 1.1744
H 0.7079 -1.6552 -0.1346
O 0.5502 0.2389 -1.7926
S -2.1292 -1.1223 0.2824
*
```

=====

(13)
Here is 2 unconnected molecules or ions with the total composition C4H8OS from the OMol25 dataset. Energies are from ωB97M-V/def2-TZVPD.

Computed properties:
Gap between HOMO and LUMO (alpha / beta) = 5.70 / 6.92 eV
ΔE to the lowest compared entry with this formula, charge and spin = 490.50 kJ/mol
Expectation value of S² = 2.01
E_LUMO (alpha / beta) = 0.861 / -3.080 eV

Structure (ORCA input):
```
! RIJCOSX wB97M-V def2-TZVPD def2/J DEFGRID3
* xyz 0 3
C 0.1265 0.0892 -2.4248
C 0.7758 -1.0642 -2.7059
C -0.2578 -0.2379 2.8404
C -0.2887 0.9687 2.2414
O -1.4782 0.6572 -0.5659
S -0.1078 0.9049 -0.6911
H -0.5561 0.5253 -3.0573
H 1.5440 -1.4230 -2.1150
H 0.6407 -1.5078 -3.7125
H -1.1672 -0.7861 3.1176
H 0.7364 -0.7151 2.9813
H -1.1960 1.4182 2.0706
H 0.6753 1.3610 1.9920
H 0.5532 -0.1906 0.0291
*
```

=====

(14)
Here is a single C4H8OS2 molecule from the OMol25 dataset. Energies are from ωB97M-V/def2-TZVPD.

Computed properties:
Gap between HOMO and LUMO = 9.54 eV
ΔE to the lowest compared entry with this formula, charge and spin = 348.88 kJ/mol
E_LUMO = 0.741 eV

Structure (ORCA input):
```
! RIJCOSX wB97M-V def2-TZVPD def2/J DEFGRID3
* xyz 0 1
C 0.6552 2.4197 -0.5558
C -0.6558 0.0871 -0.0174
C 0.5182 -0.7493 -0.0089
C -0.7095 -2.3538 0.7208
H 1.6078 1.8377 -0.6382
H 1.0077 3.4436 -1.2278
H 0.3310 2.5562 0.6250
H -0.8478 0.8050 0.9105
H 0.4698 -1.0620 -1.2069
H 1.3738 0.0424 0.1021
H -0.2615 -2.8349 -0.1130
H -1.1501 -2.8553 1.6391
O 0.3915 -1.6653 1.1615
S -0.6951 1.4270 -1.2791
S -2.0351 -1.0981 -0.1119
*
```

=====

(15)
Here is 2 unconnected molecules or ions with the total composition C4H8OS2 from the OMol25 dataset. Energies are from ωB97M-V/def2-TZVPD.

Computed properties:
Gap between HOMO and LUMO (alpha / beta) = 8.55 / 6.20 eV
ΔE to the lowest compared entry with this formula, charge and spin = 355.88 kJ/mol
E_LUMO (alpha / beta) = -0.953 / -1.989 eV

Structure (ORCA input):
```
! RIJCOSX wB97M-V def2-TZVPD def2/J DEFGRID3
* xyz 0 1
C -1.6136 -0.9701 0.0888
C -1.6300 0.1065 0.9158
C -0.6327 -1.2883 -0.9573
C 3.0063 1.6617 -0.5598
O -3.3798 -0.9562 2.6878
S 2.1368 0.4713 0.4116
S -2.7427 0.3385 2.3289
H -2.3536 -1.7866 0.2343
H -0.9643 0.9464 0.8078
H -1.1140 -1.7370 -1.8745
H 0.0829 -0.4943 -1.1182
H 0.1227 -2.0353 -0.6142
H 4.0870 1.5465 -0.4725
H 2.5895 2.6431 -0.3668
H 2.4056 1.5541 -1.5116
*
```

=====

(16)
Here is a single C4H8OSi molecule from the OMol25 dataset. Energies are from ωB97M-V/def2-TZVPD.

Computed properties:
Gap between HOMO and LUMO = 8.28 eV
ΔE to the lowest compared entry with this formula, charge and spin = 280.52 kJ/mol
E_LUMO = 0.139 eV

Structure (ORCA input):
```
! RIJCOSX wB97M-V def2-TZVPD def2/J DEFGRID3
* xyz 0 1
C 0.2149 -1.2718 -0.2616
C -2.1389 0.3893 0.8710
C 1.2099 1.0272 -0.0539
C 1.2362 -0.4423 -0.1329
O 2.6092 -0.8078 -0.1760
Si -1.4454 -0.6551 -0.4134
H 0.1785 1.4894 -0.3414
H 1.1718 1.3266 0.9988
H 2.0476 1.5602 -0.5021
H 0.2786 -2.3017 -0.3163
H 2.5111 -1.8276 -0.1771
H -3.0838 0.8331 0.6595
H -1.4384 1.1660 1.3399
H -2.2994 -1.5868 -1.3335
*
```

=====

(17)
Here is a single C4H8OSi molecule from the OMol25 dataset. Energies are from ωB97M-V/def2-TZVPD.

Computed properties:
Gap between HOMO and LUMO = 10.21 eV
ΔE to the lowest compared entry with this formula, charge and spin = 137.24 kJ/mol
E_LUMO = 0.754 eV

Structure (ORCA input):
```
! RIJCOSX wB97M-V def2-TZVPD def2/J DEFGRID3
* xyz 0 1
C -2.4916 0.2305 -0.4333
C 2.2134 -1.2185 0.6819
C -1.3017 -0.2150 -0.9377
C 1.1083 -0.5117 0.6981
O -0.2018 2.0569 -0.0072
Si 0.3807 0.6394 -0.6321
H -3.5513 -0.2647 -0.5964
H -2.5104 1.0246 0.2587
H 2.4267 -1.7736 1.6667
H 2.8758 -1.3134 -0.0908
H -1.2045 -1.2242 -1.2672
H 0.4566 -0.6368 1.5305
H 0.0953 2.2609 0.8327
H 1.7045 0.9454 -1.7037
*
```

=====

(18)
Here is a molecular structure, C4H8OTl from the OMol25 dataset. Energies are from ωB97M-V/def2-TZVPD.

Computed properties:
Gap between HOMO and LUMO = 8.01 eV
ΔE to the lowest compared entry with this formula, charge and spin = 108.26 kJ/mol
E_LUMO = -4.682 eV

Structure (ORCA input):
```
! RIJCOSX wB97M-V def2-TZVPD def2/J DEFGRID3
* xyz 1 1
C -1.9467 -0.1715 0.0956
C -1.1346 0.9147 0.1489
C 0.2703 0.8832 0.6122
C 1.3082 0.0753 -0.3620
O 2.3438 -0.4325 0.0282
Tl 3.8870 -1.4484 1.5817
H -1.8328 -0.9690 0.8353
H -2.8160 -0.1610 -0.5657
H -1.4476 1.8311 -0.3619
H 0.3753 0.4462 1.6137
H 0.6965 1.9041 0.6088
H 1.2414 0.3943 -1.4206
H -0.0599 -1.5992 -1.4592
H -0.8848 -1.6673 -1.3550
*
```

=====

(19)
Here is a single C4H8P2 molecule from the OMol25 dataset. Energies are from ωB97M-V/def2-TZVPD.

Computed properties:
Gap between HOMO and LUMO = 8.94 eV
ΔE to the lowest compared entry with this formula, charge and spin = 218.08 kJ/mol
E_LUMO = 0.701 eV

Structure (ORCA input):
```
! RIJCOSX wB97M-V def2-TZVPD def2/J DEFGRID3
* xyz 0 1
C 2.3764 -0.2125 0.5499
C 1.8426 -0.3861 -0.8450
C -2.5198 0.5515 0.2014
C -1.8316 -0.1464 -0.9641
P 0.7938 0.7487 0.1920
P -0.7343 -0.7729 0.4521
H 2.5494 -0.8845 1.3701
H 3.1618 0.5351 0.3945
H 2.4856 0.3316 -1.4090
H 1.4774 -1.3080 -1.3898
H -2.2875 1.5485 0.3414
H -3.4496 0.1822 0.5275
H -2.5210 -0.9745 -1.2928
H -1.2998 0.4604 -1.7032
*
```

=====

(20)
Here is a single C4H8P2 molecule from the OMol25 dataset. Energies are from ωB97M-V/def2-TZVPD.

Computed properties:
Gap between HOMO and LUMO (alpha / beta) = 6.62 / 6.40 eV
ΔE to the lowest compared entry with this formula, charge and spin = 366.21 kJ/mol
E_LUMO (alpha / beta) = -0.982 / -1.095 eV

Structure (ORCA input):
```
! RIJCOSX wB97M-V def2-TZVPD def2/J DEFGRID3
* xyz 0 1
C 0.1419 -1.4833 -0.4938
C 0.6774 1.1992 0.3382
C -0.9995 -1.8150 -1.4125
C 0.6080 2.3945 1.2974
P 0.0197 -0.2939 0.9494
P 0.2523 -2.3929 1.0963
H 0.9785 -1.4192 -1.1121
H 0.5676 1.3123 -0.6406
H -1.8446 -1.6241 -0.7858
H -1.1847 -2.9059 -1.6261
H -0.9482 -1.1195 -2.2561
H 0.8224 2.1545 2.2703
H -0.4057 2.9245 1.5321
H 1.3148 3.0689 0.8432
*
```

=====

Largest force on an atom, record by record: 5.9 4.9 6.5 9.8 1.3 5.4 19.9 4.2 3.8 1.6 3.8 4.2 7.3 5.4 1.8 4.0 4.3 3.5 4.7 6.4 eV/A